ORCA calculation (ωB97M-V/def2-TZVPD) on an isolated molecule of C22H39NO3.

CARTESIAN COORDINATES (ANGSTROEM)
C -4.92808 2.18541 -2.07540
C -5.00540 3.06963 -0.83587
C -5.47789 2.31505 0.40696
C -4.45831 1.29351 0.90253
C -4.94098 0.55319 2.15672
C -6.19959 -0.21980 1.89433
C -6.27805 -1.37298 1.24650
C -5.12595 -2.12672 0.65226
C -4.94658 -1.76608 -0.79876
C -3.81503 -1.82486 -1.48437
C -2.47983 -2.25449 -0.95816
C -1.58630 -1.04459 -0.66057
C -0.19574 -1.46370 -0.19186
C 0.67213 -0.26036 0.16738
C 2.07129 -0.67717 0.61251
C 2.92295 0.52388 1.01647
C 4.33753 0.10517 1.42678
C 5.09077 -0.52723 0.26989
O 5.37411 -1.70732 0.21766
N 5.38206 0.34337 -0.72546
C 6.20959 -0.02291 -1.84889
C 7.66175 0.43707 -1.68507
C 8.33547 -0.21857 -0.48155
C 7.97501 0.43684 0.82646
O 7.39904 1.48526 0.96536
O 8.40552 -0.28368 1.86480
H -4.65732 2.77846 -2.94640
H -5.89082 1.71602 -2.26596
H -4.18493 1.40206 -1.95267
H -4.02377 3.50840 -0.64090
H -5.70006 3.89018 -1.03215
H -5.67683 3.03562 1.20493
H -6.41532 1.80300 0.17963
H -3.51739 1.80339 1.12726
H -4.27221 0.56039 0.11812
H -5.11780 1.27558 2.95628
H -4.14842 -0.12361 2.48668
H -7.11220 0.23449 2.25743
H -7.25068 -1.82223 1.09016
H -5.32784 -3.20116 0.72410
H -4.20994 -1.91751 1.20466
H -5.84971 -1.43917 -1.29817
H -3.81712 -1.51778 -2.52295
H -2.59626 -2.84977 -0.05191
H -1.98763 -2.87987 -1.70737
H -1.49791 -0.43081 -1.56036
H -2.05865 -0.43252 0.11087
H -0.28932 -2.11286 0.68208
H 0.29524 -2.04086 -0.97876
H 0.19023 0.30443 0.96968
H 0.74966 0.40066 -0.69942
H 1.99345 -1.36308 1.45876
H 2.56714 -1.21437 -0.19828
H 2.44851 1.03873 1.85559
H 2.97407 1.22737 0.18212
H 4.28426 -0.62681 2.23397
H 4.89758 0.97641 1.77388
H 5.29855 1.32950 -0.53246
H 5.78530 0.41495 -2.75802
H 6.16830 -1.11250 -1.92378
H 8.20867 0.18086 -2.59290
H 7.68782 1.52196 -1.56028
H 9.42301 -0.16278 -0.57099
H 8.06435 -1.27321 -0.40692
H 8.16648 0.14054 2.70382

Results
Molecular weight ... 365.56 u
Relative energy (zero: lowest compared OMol25 entry of this formula, charge and spin) ... 6.82 kcal/mol
Lowest unoccupied orbital energy ... 0.0274 hartree
SMILES string ... CCCCC/C=C\C/C=C\CCCCCCCC(=O)NCCCC(=O)O



ORCA calculation (ωB97M-V/def2-TZVPD) on an isolated molecule of C5H10O.

CARTESIAN COORDINATES (ANGSTROEM)
C -0.22239 1.19854 1.35396
C -0.33960 -0.24408 0.90725
C -1.30796 -0.63059 -0.18763
C 0.16030 -0.68183 -0.44723
C 0.85489 0.31876 -1.35920
O 0.64213 -1.99858 -0.54963
H -0.81598 1.87016 0.72557
H -0.57760 1.31691 2.38003
H 0.81175 1.55856 1.32713
H -0.21581 -0.98753 1.69200
H -1.81870 -1.58594 -0.10554
H -1.88366 0.16553 -0.65514
H 0.18398 0.72037 -2.12461
H 1.67744 -0.18657 -1.87460
H 1.28035 1.15688 -0.79730
H 1.57086 -1.99059 -0.28507

Results
Molecular weight ... 86.13 u
Relative energy (zero: lowest compared OMol25 entry of this formula, charge and spin) ... 25.11 kcal/mol
Lowest unoccupied orbital energy ... 0.0375 hartree
SMILES string ... C[C@H]1C[C@]1(C)O



ORCA calculation (ωB97M-V/def2-TZVPD) on a structure of composition C41H41BCrO2P2 at a distorted geometry.

CARTESIAN COORDINATES (ANGSTROEM)
Cr 1.17084 0.01213 1.39457
C -2.24550 1.13233 -4.81486
C -3.04996 1.34080 -3.76974
C -4.35705 0.65955 -3.41838
C -4.49467 -0.81168 -3.88962
C -3.37844 -1.74802 -3.54503
C -2.27460 -1.95650 -4.28979
C -1.87004 -1.32346 -5.59655
C -2.43904 0.09232 -5.88324
C 2.26955 -1.19168 2.84663
H -1.42475 1.84683 -4.99726
H -2.83013 2.18823 -3.10382
H -5.20412 1.21991 -3.88644
H -4.49387 0.74239 -2.31366
H -5.45346 -1.20044 -3.49599
H -4.60539 -0.80346 -4.98127
H -3.55082 -2.40167 -2.68189
H -1.58662 -2.75221 -3.99118
H -2.20232 -1.97421 -6.44136
H -0.75494 -1.31786 -5.62656
H -1.99704 0.44280 -6.83450
H -3.51701 -0.00336 -6.07496
H 3.35677 -1.44561 2.68206
H 1.68750 -2.04184 2.28791
H 1.94339 -1.39310 3.91689
P -0.20396 1.48083 0.38572
P 0.07923 -1.79266 0.51699
C -1.30227 0.39162 -0.55472
C -1.28348 -0.96744 -0.34588
C -1.16397 2.63533 1.39710
C -2.43241 3.00661 0.93678
C -3.18606 3.94572 1.64226
C -2.68148 4.47881 2.83766
C -1.45389 4.04201 3.34779
C -0.71425 3.07670 2.65626
C 0.78879 2.42179 -0.82692
C 1.85110 1.76248 -1.46807
C 2.61405 2.44183 -2.41928
C 2.35681 3.79289 -2.68964
C 1.35237 4.47286 -1.98829
C 0.60006 3.79897 -1.02097
C -0.70666 -3.10407 1.51578
C -1.35310 -2.68249 2.69016
C -1.97118 -3.60587 3.54248
C -1.93149 -4.97430 3.23849
C -1.23817 -5.41280 2.09953
C -0.59785 -4.48914 1.25958
C 1.14951 -2.64501 -0.68052
C 2.51969 -2.84673 -0.41961
C 3.30761 -3.56522 -1.32513
C 2.74976 -4.01112 -2.53394
C 1.41089 -3.71344 -2.84710
C 0.62804 -3.00235 -1.93169
H -1.97640 0.84239 -1.28795
H -2.11263 -1.58761 -0.69330
H -2.80153 2.55462 0.01478
H -4.14380 4.26857 1.24868
H -3.27197 5.21413 3.38855
H -1.06707 4.47559 4.27480
H 0.21726 2.67286 3.08060
H 2.07011 0.71548 -1.20466
H 3.41259 1.91570 -2.94091
H 2.99313 4.32980 -3.40308
H 1.16695 5.52719 -2.18305
H -0.13534 4.33946 -0.41540
H -1.36516 -1.61841 2.94013
H -2.47924 -3.25375 4.44345
H -2.38857 -5.70112 3.92374
H -1.18345 -6.48475 1.87934
H -0.01479 -4.84942 0.40615
H 2.97547 -2.46105 0.49897
H 4.35653 -3.79286 -1.08956
H 3.37436 -4.54359 -3.25997
H 0.98330 -4.03585 -3.80083
H -0.40052 -2.73808 -2.17027
O 1.92140 1.12344 4.25678
B 2.41126 0.50085 3.01397
O 3.79086 0.99943 2.75061
C 4.12788 1.64615 3.88082
C 5.42970 1.84292 4.37390
C 5.60938 1.88918 5.76763
C 4.50539 2.03315 6.62318
C 3.20162 2.11460 6.10023
C 3.00679 1.76003 4.76557
H 6.28403 1.85721 3.67636
H 6.61908 1.78221 6.18814
H 4.65432 2.05147 7.71579
H 2.34306 2.36206 6.73004

Results
Molecular weight ... 690.53 u
Spin multiplicity ... 5
Relative energy (zero: lowest compared OMol25 entry of this formula, charge and spin) ... 0.00 kcal/mol
Lowest unoccupied orbital energy (alpha / beta) ... -0.0007 / -0.0004 hartree
Expectation value of S² ... 6.150



ORCA calculation (ωB97M-V/def2-TZVPD) on a structure of composition C20H43N2P3S2V at a distorted geometry.

CARTESIAN COORDINATES (ANGSTROEM)
V -1.38171 -0.86335 -0.22855
P -1.38195 -2.72664 -1.37831
P 0.71942 -0.89000 0.65856
P 2.26397 2.91404 -3.02210
H -2.27255 1.89228 -1.18714
C -1.34057 1.70253 -1.75146
C -0.87817 0.30769 -1.64707
H -1.80618 -0.39849 -1.80280
C -2.32752 -3.97398 -0.45998
C 0.21152 -3.51414 -1.75554
C -2.15892 -2.69635 -3.02675
C 0.98648 0.27699 2.05413
C 1.16345 -2.47798 1.47993
C 2.22780 -0.57769 -0.33577
C 1.99433 4.00029 -4.43426
C 2.26770 1.22367 -3.64034
C 3.92239 3.26439 -2.43089
H -1.40813 2.03423 -2.81337
H -0.01571 0.07802 -2.28997
H -3.15636 -3.50756 0.08991
H -1.67572 -4.49094 0.25467
H -2.72643 -4.68338 -1.19544
H 0.73916 -3.81176 -0.84240
H 0.84836 -2.82049 -2.32118
H -0.00003 -4.39786 -2.37208
H -3.12694 -2.17937 -2.96967
H -2.31317 -3.72122 -3.38578
H -1.51455 -2.14708 -3.72570
H 2.02236 0.19537 2.43370
H 0.26779 0.03601 2.85991
H 0.81375 1.32551 1.74024
H 2.10257 -2.86901 1.06783
H 0.38471 -3.23763 1.35421
H 1.31595 -2.31551 2.55166
H 3.11388 -1.00199 0.16014
H 2.39317 0.49904 -0.44257
H 2.14519 -1.01835 -1.33681
H 2.98285 4.31610 -4.80362
H 1.41690 4.88334 -4.10754
H 1.44240 3.46938 -5.22924
H 2.62386 1.25440 -4.68115
H 1.25855 0.78636 -3.61221
H 2.95227 0.60982 -3.03668
H 4.43547 3.81384 -3.23556
H 4.44638 2.31711 -2.22975
H 3.88765 3.87751 -1.51725
C -0.37777 3.25512 0.52858
C 0.21036 4.13287 1.46459
C -0.15428 4.12051 2.81621
C -1.14927 3.23130 3.25772
C -1.70254 2.31686 2.35934
C -1.21344 2.24380 1.06306
S -0.23948 3.65211 -1.25215
H 1.06947 3.25745 -1.82467
H 0.94523 4.84269 1.09224
H 0.32537 4.79281 3.52599
H -1.42784 3.19367 4.32281
H -2.49227 1.61413 2.68320
H -1.43951 1.28779 0.51812
S -3.02715 -0.95797 1.39432
C -2.26860 -1.68947 2.78350
N -1.61470 -1.01302 3.74778
C -1.07745 -1.89487 4.76622
C -1.48194 -3.28653 4.27651
N -2.26102 -2.99955 3.08862
H -1.59711 0.00040 3.80634
H -1.52419 -1.67190 5.74009
H 0.00919 -1.77518 4.83051
H -2.08410 -3.80247 5.02289
H -0.61061 -3.90300 4.03256
H -2.68201 -3.70470 2.49965

Results
Molecular weight ... 519.58 u
Spin multiplicity ... 3
Relative energy (zero: lowest compared OMol25 entry of this formula, charge and spin) ... 98.14 kcal/mol
Total charge ... +3
Lowest unoccupied orbital energy (alpha / beta) ... -0.3661 / -0.3581 hartree
Expectation value of S² ... 2.038



ORCA calculation (ωB97M-V/def2-TZVPD) on an isolated molecule of C4H5NO at a distorted geometry.

CARTESIAN COORDINATES (ANGSTROEM)
N 2.71233 0.59779 0.18541
C 1.62509 0.27742 0.44451
C 0.28660 -0.25822 0.71651
C -0.30024 -0.93542 -0.50163
C -1.02297 0.27983 -0.08214
O -0.88737 1.55220 -0.59371
H 0.23632 -0.66626 1.72300
H -0.83566 -1.84755 -0.27186
H 0.29072 -0.93268 -1.40527
H -2.09936 0.10689 0.10680
H -0.00547 1.82602 -0.32162

Results
Molecular weight ... 83.09 u
Relative energy (zero: lowest compared OMol25 entry of this formula, charge and spin) ... 48.07 kcal/mol
Lowest unoccupied orbital energy ... 0.0293 hartree
SMILES string ... N#C[C@@H]1C[C@@H]1O



ORCA calculation (ωB97M-V/def2-TZVPD) on a structure of composition C38H46BrCl3N3O4Ru.

CARTESIAN COORDINATES (ANGSTROEM)
Ru -0.26024 0.10290 -0.30211
C 4.37190 2.43965 -5.16062
C 3.52058 3.34456 -4.27278
C 4.45588 4.23300 -3.44034
C 2.64714 4.23037 -5.17222
C 2.62342 2.55603 -3.32950
C 1.76082 3.26371 -2.43484
C 0.94572 2.57446 -1.59542
N 0.91244 1.22100 -1.53859
C 1.74152 0.49906 -2.38831
C 2.58639 1.19382 -3.29030
C 1.64528 -0.90286 -2.28046
C 2.37541 -1.84757 -3.04713
C 2.14902 -3.18793 -2.91806
C 1.15770 -3.60230 -1.98549
C 0.49790 -2.66735 -1.24359
N 0.72706 -1.34742 -1.36546
C 2.90781 -4.24366 -3.71173
C 3.89604 -3.62944 -4.70101
C 3.68427 -5.13292 -2.73002
C 1.90693 -5.10401 -4.49522
H 4.99510 3.05357 -5.81186
H 3.75513 1.80349 -5.79679
H 5.03397 1.80402 -4.57104
H 5.09328 4.82443 -4.09985
H 5.09650 3.62679 -2.79816
H 3.89987 4.92235 -2.80641
H 3.27895 4.81256 -5.84478
H 2.04459 4.92715 -4.59037
H 1.97099 3.62360 -5.77618
H 1.73337 4.34239 -2.41143
H 0.27767 3.09495 -0.92526
H 3.20683 0.61077 -3.95238
H 3.11259 -1.48081 -3.74302
H 0.92194 -4.64495 -1.83656
H -0.24205 -2.94602 -0.50466
H 4.66274 -3.04195 -4.19424
H 3.39323 -2.99014 -5.42797
H 4.39974 -4.42522 -5.25058
H 4.41607 -4.54675 -2.17246
H 4.21441 -5.91685 -3.27356
H 3.01982 -5.61163 -2.01170
H 1.31992 -4.49076 -5.18043
H 1.21586 -5.62656 -3.83478
H 2.44152 -5.85429 -5.07983
C -1.70244 -4.99556 5.95200
C -0.82248 -3.74112 6.01831
C -1.38213 -2.78166 7.07666
C 0.58525 -4.16127 6.44046
C -0.82792 -3.04436 4.66040
C 0.32755 -2.78906 3.93620
C 0.24848 -2.14007 2.71691
Br 1.89158 -1.83686 1.81279
C -0.96031 -1.71697 2.16067
O -1.00432 -1.07950 0.99363
C -2.14137 -1.95864 2.88326
C -2.02783 -2.61637 4.10356
C -3.55612 -1.53540 2.44834
C -3.63190 -0.80082 1.10744
C -4.43625 -2.79004 2.33331
C -4.13966 -0.58971 3.51311
H -1.68655 -5.51716 6.91028
H -1.34324 -5.68035 5.18273
H -2.73954 -4.74814 5.72432
H -1.35356 -3.24685 8.06355
H -2.41686 -2.51214 6.86336
H -0.79644 -1.86237 7.11335
H 0.53877 -4.67321 7.40239
H 1.24626 -3.30089 6.55492
H 1.03433 -4.84613 5.71952
H 1.30040 -3.07812 4.30154
H -2.93690 -2.79788 4.66037
H -3.31615 -1.43360 0.27801
H -3.02699 0.10558 1.08594
H -4.67341 -0.51764 0.93925
H -4.03925 -3.46863 1.57639
H -5.44753 -2.50520 2.03707
H -4.50476 -3.33814 3.27227
H -3.52379 0.30627 3.60652
H -4.20878 -1.05413 4.49602
H -5.14392 -0.28174 3.21819
Cl -0.43448 6.39745 3.55811
C -0.70221 4.98782 2.57600
C 0.16773 3.91751 2.66610
C -0.06665 2.80493 1.87917
Cl 1.02382 1.45359 1.98927
C -1.14569 2.70415 0.98885
O -1.40129 1.66044 0.23629
C -1.98793 3.82914 0.93387
Cl -3.33283 3.79387 -0.15956
C -1.78319 4.95207 1.71111
H 1.01363 3.94281 3.33672
H -2.46089 5.78976 1.63962
O -2.46002 0.58295 -3.71393
N -2.59472 0.36622 -2.55784
O -2.18959 -0.48855 -1.81823

Results
Molecular weight ... 896.14 u
Spin multiplicity ... 6
Relative energy (zero: lowest compared OMol25 entry of this formula, charge and spin) ... 15.08 kcal/mol
Lowest unoccupied orbital energy (alpha / beta) ... -0.0112 / -0.0755 hartree
Expectation value of S² ... 8.783